This record from the Open Molecules 2025 dataset describes a structure of composition C5H10Cl6NO2Y. The level of theory is wB97M-V/def2-TZVPD.

**HOMO energy**: -0.66893 Ha
**Net charge**: +3
**LUMO level**: -15.09 eV
**Orbital gap**: 3.11 eV
**Spin multiplicity**: 2

Last column: Löwdin spin population.
Element x y z (Å)
Y (1.175, -3.812, 1.507)  0.00
O (0.321, -1.978, 0.553)  0.00
H (0.286, -1.052, 0.244)  0.00
C (2.429, 0.318, -0.631)  -0.04
O (3.667, 0.063, -0.679)  0.39
N (1.936, 1.449, -0.108)  0.43
C (0.517, 1.582, 0.131)  0.06
C (2.755, 2.643, 0.201)  0.05
H (1.699, -0.429, -0.980)  -0.01
H (0.345, 1.570, 1.207)  0.03
H (0.004, 0.695, -0.242)  0.00
H (-0.086, 2.450, -0.134)  0.02
H (2.530, 3.105, 1.162)  0.02
H (3.812, 2.374, 0.202)  0.00
H (2.571, 3.384, -0.578)  0.03
C (-1.524, -0.908, -2.119)  0.00
Cl (-2.444, 0.659, -1.919)  0.00
Cl (-0.677, -0.880, -3.775)  0.00
Cl (-2.673, -2.266, -1.983)  0.00
H (-0.674, -0.865, -1.438)  0.00
C (-3.079, -1.665, 1.826)  0.00
Cl (-3.326, -2.178, 3.466)  0.00
Cl (-2.690, 0.037, 1.749)  0.00
Cl (-4.644, -2.072, 0.904)  0.00
H (-2.229, -2.224, 1.434)  0.00